{"formula": "C30H38AsClGeN3SY", "method": "ωB97M-V/def2-TZVPD", "largest_force_ev_per_a": 0.7, "gap_ev": [6.4, 6.4], "energy_ev": -177928.1928, "e_homo_ha": [-0.5746, -0.6105], "spin_multiplicity": 2, "charge": 3, "e_above_lowest_ev": 1.872, "symbols": ["Y", "C", "C", "As", "C", "C", "C", "C", "H", "H", "H", "H", "H", "H", "H", "H", "H", "H", "H", "H", "H", "H", "H", "N", "C", "N", "S", "H", "H", "H", "H", "C", "C", "C", "C", "C", "C", "Ge", "C", "C", "C", "C", "C", "C", "C", "C", "C", "C", "C", "C", "H", "H", "H", "H", "H", "H", "H", "H", "H", "H", "H", "H", "H", "H", "H", "Cl", "C", "C", "C", "C", "N", "C", "H", "H", "H", "H"], "coordinates": [[0.677, 0.130, -0.144], [5.541, -0.874, 1.382], [5.309, -0.122, 0.075], [3.554, -0.443, -0.674], [3.659, 0.244, -2.505], [4.905, -0.193, -3.276], [3.463, -2.367, -0.980], [2.643, -3.066, 0.101], [6.561, -0.702, 1.721], [5.423, -1.951, 1.259], [4.870, -0.536, 2.173], [5.987, -0.458, -0.709], [5.429, 0.954, 0.194], [3.592, 1.332, -2.452], [2.758, -0.114, -3.015], [5.785, 0.357, -2.947], [4.775, 0.007, -4.339], [5.105, -1.260, -3.169], [4.479, -2.760, -1.013], [3.024, -2.523, -1.966], [3.088, -2.959, 1.091], [2.539, -4.131, -0.106], [1.615, -2.660, 0.168], [-0.321, -1.911, 3.568], [-0.220, -0.603, 3.609], [-0.847, 0.090, 4.541], [0.779, 0.306, 2.491], [-0.858, -2.429, 4.250], [0.223, -2.439, 2.910], [-1.318, -0.356, 5.316], [-0.751, 1.092, 4.568], [-4.403, 3.673, 1.498], [-5.078, 2.754, 0.705], [-4.408, 1.646, 0.202], [-3.056, 1.439, 0.509], [-2.388, 2.374, 1.304], [-3.058, 3.488, 1.790], [-2.321, -0.207, -0.135], [-2.493, -1.782, 0.931], [-1.653, -2.874, 0.678], [-1.830, -4.082, 1.338], [-2.864, -4.206, 2.261], [-3.708, -3.132, 2.519], [-3.522, -1.918, 1.866], [-2.578, -0.528, -1.990], [-3.116, -1.746, -2.437], [-3.448, -1.902, -3.772], [-3.217, -0.870, -4.675], [-2.667, 0.336, -4.251], [-2.345, 0.506, -2.916], [-4.930, 4.532, 1.893], [-6.125, 2.899, 0.474], [-4.946, 0.951, -0.434], [-1.346, 2.240, 1.567], [-2.534, 4.212, 2.404], [-0.872, -2.807, -0.081], [-1.192, -4.929, 1.118], [-3.024, -5.152, 2.764], [-4.529, -3.247, 3.216], [-4.188, -1.089, 2.076], [-3.295, -2.556, -1.739], [-3.898, -2.826, -4.112], [-3.467, -1.005, -5.719], [-2.512, 1.139, -4.959], [-1.949, 1.460, -2.581], [3.659, 4.733, 1.402], [2.358, 4.204, 0.428], [1.602, 5.096, -0.324], [0.560, 4.605, -1.097], [0.307, 3.250, -1.108], [1.043, 2.387, -0.382], [2.050, 2.860, 0.380], [1.832, 6.154, -0.302], [-0.053, 5.272, -1.688], [-0.495, 2.838, -1.708], [2.625, 2.154, 0.968]], "mulliken_spin": [0.3559, -0.0006, 0.0055, 0.0289, 0.0022, -0.0001, 0.0075, 0.0046, 0.0001, 0.0000, 0.0001, 0.0018, 0.0009, 0.0003, -0.0013, -0.0001, 0.0003, 0.0003, -0.0006, 0.0005, -0.0009, 0.0000, 0.0008, -0.0007, 0.0010, -0.0004, 0.0012, -0.0001, 0.0001, 0.0000, 0.0000, 0.0056, 0.0026, -0.0057, 0.1583, -0.0210, -0.0023, 0.1843, 0.0441, 0.0230, -0.0137, 0.0235, -0.0048, 0.0062, 0.0336, 0.0940, -0.0098, 0.0593, -0.0210, 0.0374, 0.0001, 0.0003, -0.0019, -0.0172, -0.0004, 0.0027, 0.0002, 0.0007, 0.0015, 0.0012, 0.0065, -0.0006, 0.0011, -0.0003, 0.0194, 0.0000, 0.0004, -0.0003, 0.0027, -0.0011, -0.0163, 0.0100, 0.0000, 0.0001, -0.0096, 0.0000]}

---

{"formula": "C7H8O2", "method": "ωB97M-V/def2-TZVPD", "largest_force_ev_per_a": 3.1, "gap_ev": 9.2, "energy_ev": -11479.3011, "e_homo_ha": -0.3399, "smiles": "C=C1C(=O)[C@H](O)[C@H]2C[C@H]12", "spin_multiplicity": 1, "e_above_lowest_ev": 4.259, "symbols": ["C", "C", "C", "O", "C", "O", "C", "C", "C", "H", "H", "H", "H", "H", "H", "H", "H"], "coordinates": [[-1.239, 2.222, -0.295], [-0.785, 1.017, 0.121], [0.744, 0.730, 0.207], [1.686, 1.472, 0.061], [0.894, -0.816, 0.419], [2.017, -1.286, -0.387], [-0.406, -1.214, -0.253], [-1.842, -1.607, -0.185], [-1.354, -0.313, 0.475], [-2.298, 2.378, -0.567], [-0.674, 3.186, -0.392], [0.922, -1.249, 1.413], [2.615, -0.485, -0.362], [-0.285, -1.006, -1.328], [-2.383, -1.564, -1.126], [-2.309, -2.355, 0.523], [-1.286, -0.507, 1.510]], "lowdin_charge": [0.1047, -0.1745, -0.2659, 0.1167, -0.2362, -0.0405, -0.2142, -0.0174, -0.1951, 0.0702, 0.0887, 0.1543, 0.1022, 0.1573, 0.1032, 0.1202, 0.1265]}